# 1
{"formula": "C8H12N4", "method": "the ωB97M-V functional and the def2-TZVPD basis", "de_lowest_ev": 3.282, "smiles": "[H]/N=C(\\C)Nc1cccc(NN)c1", "charge": 0, "symbols": ["C", "C", "C", "C", "C", "C", "C", "C", "H", "H", "H", "H", "H", "H", "H", "H", "H", "H", "H", "H", "N", "N", "N", "N"], "coordinates": [[-1.57262, -2.48847, -2.36900], [-0.45724, -2.11403, -1.54598], [0.44680, -0.06058, -0.51077], [1.78065, -0.44692, -0.17406], [2.26576, -0.03011, 1.00857], [1.64569, 0.95055, 1.75305], [0.51131, 1.57040, 1.24287], [-0.20130, 1.03763, 0.23032], [-1.74294, -1.59387, -3.04179], [-1.48705, -3.56512, -2.78856], [-2.38986, -2.36811, -1.63095], [0.00172, -3.69208, -0.74586], [-0.66155, -0.21396, -2.34499], [2.23883, -1.21830, -0.69153], [3.21615, -0.52852, 1.45113], [2.15535, 1.35475, 2.58245], [0.06334, 2.77764, 2.85937], [-1.92265, 2.67002, 2.05011], [-1.53092, 4.18274, 1.51777], [-1.15204, 1.37580, -0.09127], [0.32294, -2.73162, -0.65206], [-0.31674, -0.71239, -1.46950], [0.00557, 2.72296, 1.87047], [-1.21920, 3.12160, 1.49021]], "atomic_forces_ev_per_a": [[-1.347, -0.840, -0.888], [4.540, 1.940, 4.504], [0.577, 2.320, 1.918], [-3.480, 0.292, -0.869], [2.581, -0.226, 2.563], [0.229, 0.135, -1.076], [-0.349, 0.988, 1.755], [1.926, -3.610, -3.026], [0.014, -1.750, -0.141], [-0.442, 2.134, 0.378], [-0.139, -0.657, -0.592], [0.360, -0.573, 0.423], [0.771, -0.511, 2.086], [0.709, -1.206, -0.980], [-1.611, 1.052, -0.962], [0.277, 0.378, 1.046], [0.944, -0.405, 0.838], [-0.523, -0.336, 0.043], [1.970, -2.661, -0.032], [-0.605, 0.309, -0.079], [-2.830, -0.307, -3.070], [-1.257, -0.215, -3.341], [1.701, 0.831, 0.512], [-4.014, 2.916, -1.011]]}



# 2
{"formula": "C10H16", "method": "the ωB97M-V functional and the def2-TZVPD basis", "de_lowest_ev": 3.431, "smiles": "CCc1ccccc1.CC", "charge": 0, "symbols": ["C", "C", "C", "C", "C", "C", "C", "C", "H", "H", "H", "H", "H", "H", "H", "H", "H", "H", "C", "C", "H", "H", "H", "H", "H", "H"], "coordinates": [[-0.48870, 0.11422, 0.12743], [-1.97143, -0.03492, 0.38063], [0.23312, -1.09645, 0.71971], [0.22111, -1.18806, 2.10982], [0.80932, -2.00625, -0.08478], [1.24164, -1.93731, 2.68211], [1.73158, -2.88594, 0.52303], [1.97754, -2.81664, 1.94649], [-0.58829, 0.13408, -1.09464], [0.17324, 0.93820, 0.26982], [-2.12013, 0.36417, 1.42332], [-0.59277, -0.69197, 2.60344], [0.72653, -2.05602, -1.27389], [1.29955, -1.80388, 3.79731], [2.32203, -3.48384, -0.01230], [2.67053, -3.51574, 2.41035], [-2.14024, -1.08389, 0.15745], [-2.66472, 0.66838, 0.05385], [-1.04613, 2.46111, -2.20859], [0.28478, 3.16884, -2.03546], [-0.80994, 1.38222, -1.94135], [-1.79071, 2.80688, -1.51379], [-1.60338, 2.57930, -3.21370], [0.27403, 4.23083, -1.83432], [0.98919, 3.23239, -2.77541], [0.86223, 2.52027, -1.21652]], "atomic_forces_ev_per_a": [[-0.610, -1.686, -4.641], [1.145, 1.174, 3.607], [-2.440, 2.120, -0.510], [1.233, -0.311, -1.289], [2.704, -2.175, -2.503], [-1.849, 0.710, 2.743], [-1.955, 2.557, 3.715], [0.134, -0.654, -2.609], [1.399, -1.071, 2.756], [-0.486, 1.274, 0.853], [-0.075, -1.811, 0.140], [0.402, 0.552, 0.692], [0.025, 0.513, 2.861], [0.325, -0.720, -1.128], [1.956, -2.572, -2.203], [0.068, 0.362, -0.154], [-0.917, 0.194, 0.446], [-0.924, 0.995, -2.348], [-0.319, -0.953, -1.577], [0.307, -1.137, 3.275], [-0.984, 1.499, -1.099], [-0.087, 0.180, 0.673], [1.319, -0.391, 1.255], [-0.614, 0.265, 1.080], [1.322, -0.914, -2.789], [-1.079, 2.001, -1.246]]}



# 3
{"formula": "C4H6FNO", "method": "the ωB97M-V functional and the def2-TZVPD basis", "de_lowest_ev": 0.811, "smiles": "C=C(CF)C(N)=O", "charge": 0, "symbols": ["C", "C", "C", "C", "N", "O", "F", "H", "H", "H", "H", "H", "H"], "coordinates": [[-0.29293, 1.78654, 0.24278], [-0.17826, 0.46093, 0.02660], [1.17882, -0.10697, -0.25164], [-1.32466, -0.38053, 0.33627], [1.26633, -1.43722, -0.48548], [2.10496, 0.65161, -0.50954], [-2.07337, -0.66806, -0.82256], [-1.12212, 2.27106, 0.57413], [0.68098, 2.39773, -0.07031], [-1.03966, -1.41868, 0.77787], [-1.90289, 0.18230, 1.07263], [0.42821, -1.99818, -0.35831], [2.27459, -1.74054, -0.53243]], "atomic_forces_ev_per_a": [[5.392, -0.911, -2.473], [0.446, 1.490, 1.207], [-0.015, 1.275, -2.372], [-0.403, -2.314, 0.760], [1.240, -0.048, 0.642], [0.170, -0.478, 0.853], [0.090, 0.190, 0.486], [-2.368, 1.168, 0.801], [-2.341, -1.183, 1.024], [-0.548, 1.779, -0.504], [-0.605, -0.494, -0.268], [0.998, -0.284, -0.061], [-2.057, -0.190, -0.096]]}



# 4
{"formula": "C6H4O4", "method": "the ωB97M-V functional and the def2-TZVPD basis", "de_lowest_ev": 4.267, "smiles": "O=C(O)C(=O)c1ccco1", "charge": 0, "symbols": ["C", "C", "C", "C", "C", "C", "H", "H", "H", "H", "O", "O", "O", "O"], "coordinates": [[2.47687, 0.01910, -0.08281], [1.27459, 0.95295, 0.12282], [-0.04730, 0.31913, -0.00235], [-0.76521, -0.75884, 0.47380], [-2.20091, -0.62842, 0.19228], [-2.23810, 0.68748, -0.30194], [1.23059, -1.34642, -0.46345], [-0.13358, -1.23121, 0.87804], [-2.89407, -1.28846, 0.44927], [-3.23203, 1.07317, -0.70876], [2.19787, -1.33571, -0.49890], [3.69516, 0.25430, 0.13339], [1.58083, 2.06521, 0.14985], [-0.94472, 1.21771, -0.34124]], "atomic_forces_ev_per_a": [[5.904, -3.589, 0.728], [1.429, -4.675, -0.985], [-2.961, 0.688, 1.441], [-6.257, 6.395, -6.012], [6.309, 4.960, -0.589], [-0.253, -2.429, 0.310], [-0.035, -0.716, -0.576], [7.112, -8.909, 6.361], [-3.035, -2.427, 0.748], [2.305, 0.644, 0.464], [-0.404, 3.090, 0.937], [-5.419, 0.036, -0.911], [-0.390, 4.576, 0.479], [-4.304, 2.355, -2.396]]}



# 5
{"formula": "C16H11N5O5S3Zr", "method": "the ωB97M-V functional and the def2-TZVPD basis", "de_lowest_ev": 0.000, "charge": 0, "symbols": ["Zr", "S", "C", "C", "N", "C", "S", "C", "N", "C", "C", "C", "C", "C", "C", "C", "S", "O", "O", "N", "C", "C", "C", "C", "C", "N", "H", "H", "H", "H", "H", "H", "H", "H", "H", "H", "H", "O", "N", "O", "O"], "coordinates": [[0.46436, -1.36622, 1.78347], [-0.55073, -0.46087, 3.90241], [-0.75285, -2.02017, 4.67638], [-0.74726, -1.99742, 6.11043], [-0.72717, -1.94689, 7.25849], [-0.95517, -3.17958, 4.00289], [-1.03775, -3.26046, 2.25511], [-1.18031, -4.40574, 4.70749], [-1.36769, -5.40480, 5.24396], [0.90221, 3.24948, -4.79297], [0.85710, 2.07114, -3.86377], [0.27809, 0.87077, -4.27807], [0.25708, -0.23638, -3.45137], [0.82475, -0.13568, -2.18510], [1.40734, 1.04243, -1.74751], [1.42084, 2.14062, -2.59193], [0.69251, -1.52786, -1.13635], [0.76121, -2.73470, -1.88828], [1.73214, -1.36619, -0.06473], [-0.66625, -1.42342, -0.27798], [-1.18709, -0.12737, -0.09285], [-2.20171, 0.44141, -0.85208], [-2.63183, 1.70541, -0.50446], [-2.07061, 2.36282, 0.59122], [-1.08575, 1.72303, 1.30835], [-0.64836, 0.50942, 0.94791], [0.01343, 3.29122, -5.42139], [1.76793, 3.17568, -5.45449], [0.98588, 4.18689, -4.24511], [-0.15570, 0.80401, -5.26829], [-0.17758, -1.17096, -3.78008], [1.86225, 1.09761, -0.76713], [1.88262, 3.06271, -2.26225], [-2.62868, -0.11104, -1.67627], [-3.41812, 2.18735, -1.07067], [-2.40194, 3.34532, 0.89264], [-0.62179, 2.15789, 2.18392], [3.85293, -1.78850, 3.55213], [2.83131, -1.64124, 2.97845], [1.98519, -2.59787, 2.77537], [2.43520, -0.52188, 2.50251]], "atomic_forces_ev_per_a": [[-0.194, -0.107, 0.016], [0.033, -0.088, 0.000], [-0.021, 0.114, 0.022], [0.046, -0.069, 0.023], [-0.025, 0.010, -0.004], [0.000, 0.055, -0.099], [0.029, -0.028, -0.008], [0.013, -0.027, 0.038], [-0.004, 0.004, 0.001], [0.022, 0.028, -0.014], [-0.015, -0.042, 0.001], [-0.003, 0.039, -0.032], [0.050, 0.049, 0.037], [-0.104, -0.099, -0.167], [0.085, 0.100, 0.104], [-0.036, -0.041, -0.051], [-0.061, -0.231, 0.324], [0.018, 0.127, -0.019], [0.043, 0.002, -0.096], [0.080, 0.161, -0.099], [-0.101, -0.102, -0.154], [-0.011, -0.005, -0.033], [-0.015, 0.092, 0.052], [0.068, -0.047, 0.038], [0.026, -0.028, -0.077], [0.173, 0.062, 0.251], [-0.005, 0.002, 0.005], [-0.001, -0.004, 0.003], [-0.007, -0.004, 0.007], [0.000, 0.001, 0.002], [0.002, -0.011, 0.019], [-0.011, -0.029, -0.001], [0.003, 0.000, 0.013], [0.009, -0.014, 0.006], [-0.001, -0.026, -0.022], [-0.024, 0.004, -0.027], [-0.031, 0.035, 0.000], [0.001, -0.036, -0.019], [0.047, 0.134, 0.007], [-0.005, 0.013, -0.004], [-0.077, 0.003, -0.042]]}



Here are the calculated electronic energy numbers, same order: -14448.270 -10626.312 -10499.343 -14472.307 -68244.299 (eV).
Here are the calculated molar mass numbers, same order: 164.212 136.238 103.096 140.094 540.719 (g/mol).
Here are the calculated lowest unoccupied orbital energy numbers, same order: 0.8 1.0 0.3 -1.0 -1.1 (eV).